(1)
{"formula": "C21H45OOsP3Se", "method": "ωB97M-V with the def2-TZVPD basis set", "symbols": ["Os", "P", "P", "P", "H", "C", "C", "H", "C", "C", "C", "C", "C", "C", "C", "C", "C", "H", "H", "H", "H", "H", "H", "H", "H", "H", "H", "H", "H", "H", "H", "H", "H", "H", "H", "H", "H", "H", "H", "H", "H", "H", "H", "H", "H", "H", "C", "C", "C", "C", "C", "C", "Se", "H", "H", "H", "H", "H", "H", "C", "C", "C", "O", "C", "H", "H", "H", "H", "H", "H", "H", "H"], "xyz": [[-0.536873, -0.436730, -0.560252], [-1.368776, -1.328627, -2.531569], [0.683695, -2.322383, 0.037646], [-1.005703, 1.775091, -1.074520], [5.939889, 2.459199, 3.883069], [5.290139, 3.276212, 4.218311], [4.205885, 3.033035, 4.971228], [4.063745, 2.053671, 5.438636], [-0.259135, -1.234281, -3.986100], [-1.904965, -3.075882, -2.474180], [-2.945598, -0.556708, -3.049142], [1.744725, -2.077674, 1.505470], [-0.228521, -3.821841, 0.551519], [1.836469, -3.062500, -1.203802], [-0.349165, 2.962515, 0.146479], [-2.750049, 2.315973, -1.150216], [-0.412074, 2.406594, -2.703820], [5.647930, 4.288796, 3.942260], [3.441748, 3.784392, 5.179660], [-0.745760, -1.724672, -4.840403], [0.689590, -1.745211, -3.784742], [-0.047456, -0.193635, -4.255974], [-2.368314, -3.331071, -3.438762], [-2.663940, -3.215686, -1.693026], [-1.065295, -3.757956, -2.302480], [-3.454196, -1.225388, -3.755808], [-2.788356, 0.412521, -3.534308], [-3.599220, -0.435371, -2.175846], [1.992868, -3.058928, 1.931258], [1.200403, -1.492418, 2.257134], [2.665673, -1.544799, 1.244588], [0.485029, -4.647581, 0.655112], [-0.987305, -4.108902, -0.181491], [-0.708061, -3.644309, 1.518000], [2.193998, -4.020803, -0.799318], [2.701391, -2.408214, -1.377966], [1.336964, -3.251909, -2.162858], [-0.842983, 3.934052, 0.010822], [0.734990, 3.082764, 0.046895], [-0.565198, 2.593869, 1.156595], [-2.786879, 3.286335, -1.659760], [-3.159758, 2.425508, -0.140841], [-3.367039, 1.607864, -1.709117], [-0.849983, 3.402749, -2.861081], [-0.725940, 1.754677, -3.529966], [0.682538, 2.489866, -2.709382], [2.847678, 1.277854, -0.182666], [2.681713, 1.439873, 1.196504], [3.654235, 2.143691, 1.895403], [4.759888, 2.691084, 1.242200], [4.902532, 2.559536, -0.148029], [3.936128, 1.853586, -0.863298], [1.701824, 0.217807, -1.344492], [0.341687, 0.148179, 0.661880], [1.805091, 1.017469, 1.689661], [3.533430, 2.263780, 2.962386], [5.503823, 3.235517, 1.821629], [5.757137, 3.010923, -0.652242], [3.992631, 1.729821, -1.945409], [-4.497036, -2.014389, 1.772797], [-4.497592, -0.565349, 2.258404], [-3.571658, 0.096055, 1.245215], [-2.595077, -0.905104, 0.800327], [-3.088665, -2.209412, 1.218830], [-4.748513, -2.756866, 2.534983], [-5.218169, -2.115353, 0.948195], [-4.086440, -0.485905, 3.273527], [-5.491600, -0.117107, 2.239264], [-4.159784, 0.392039, 0.350980], [-3.026292, 0.968222, 1.644473], [-2.400398, -2.616343, 1.986546], [-3.087704, -2.881815, 0.344982]], "atomic_forces_ev_per_a": [[-2.6, -0.4, 3.1], [-0.5, -1.1, -3.0], [2.4, -2.4, 0.7], [0.2, 3.2, -0.8], [-0.3, 0.1, 0.1], [3.4, 0.9, -1.6], [-2.5, -0.5, 2.1], [0.1, 0.2, 0.0], [-0.2, -0.1, 0.0], [0.1, -0.2, 0.1], [-0.1, 0.2, 0.1], [-0.1, 0.2, 0.0], [-0.9, 0.2, 0.0], [-0.2, 0.3, 0.1], [0.1, -0.1, 0.0], [-0.6, -0.7, 0.3], [0.1, -0.2, 0.3], [-0.4, -0.5, 0.4], [0.1, 0.0, -0.2], [0.1, 0.1, 0.2], [-0.2, 0.1, 0.0], [0.0, -0.2, 0.1], [0.2, 0.1, 0.2], [0.2, 0.0, -0.2], [-0.2, 0.1, -0.1], [0.2, 0.1, 0.1], [0.0, -0.2, 0.1], [0.1, -0.1, -0.2], [0.0, 0.2, -0.1], [0.1, -0.2, -0.1], [-0.1, -0.1, 0.0], [0.1, 0.3, -0.1], [0.1, 0.0, 0.2], [0.1, -0.1, -0.2], [-0.1, 0.3, -0.1], [-0.2, -0.2, 0.0], [0.1, 0.0, 0.2], [0.2, -0.2, 0.0], [-0.2, 0.0, 0.0], [0.0, 0.1, -0.2], [0.2, -0.2, 0.1], [0.1, 0.0, -0.2], [0.0, 0.3, 0.1], [0.2, -0.3, 0.1], [0.1, 0.2, 0.2], [-0.3, 0.0, -0.1], [-0.6, -0.3, -0.1], [-0.1, -0.1, 0.0], [-0.3, -0.2, -0.6], [-0.2, -0.1, -0.4], [-0.2, 0.0, 0.2], [0.0, -0.1, -0.1], [0.7, 0.6, -0.3], [0.4, 0.3, 0.5], [0.3, 0.1, 0.0], [-0.1, -0.1, 0.1], [0.0, -0.1, -0.4], [-0.3, -0.2, 0.1], [0.3, 0.1, 0.2], [-0.2, 0.1, -0.6], [0.7, -0.2, 0.2], [-0.6, 1.1, -0.4], [1.0, 0.4, -0.6], [0.2, -1.3, 0.3], [0.1, 0.2, -0.1], [0.1, -0.1, 0.3], [-0.1, 0.0, -0.2], [0.1, 0.0, 0.0], [0.4, -0.1, 0.5], [-0.1, -0.4, -0.2], [-0.4, 0.4, -0.4], [0.1, 0.3, 0.4]], "multiplicity": 5, "lumo_ev": [-12.281, -15.585], "gap_ev": [8.12, 5.22], "homo_energy_ev": [-20.401, -20.803], "charge": 4}


(2)
{"formula": "CH4N2", "method": "ωB97M-V with the def2-TZVPD basis set", "symbols": ["C", "N", "N", "H", "H", "H", "H"], "xyz": [[-1.012536, 0.531080, 0.290087], [0.187794, 0.100360, 0.468705], [0.880584, -0.456552, -0.572711], [-1.588731, 0.926980, 1.142181], [-1.560699, 0.362889, -0.659663], [1.481285, -1.209551, -0.201589], [0.264717, -0.773455, -1.293408]], "atomic_forces_ev_per_a": [[0.7, -1.0, -0.1], [-1.3, 0.7, 0.6], [0.4, -0.2, 0.8], [0.6, -0.1, -0.5], [0.3, 0.2, 0.3], [-0.5, 0.7, -0.5], [-0.3, -0.4, -0.7]], "multiplicity": 1, "smiles": "C=NN", "lumo_ev": 1.227, "gap_ev": 10.48, "homo_energy_ev": -9.253}


(3)
{"formula": "C2H7N5O", "method": "ωB97M-V with the def2-TZVPD basis set", "symbols": ["H", "N", "C", "N", "C", "N", "N", "N", "O", "H", "H", "H", "H", "H", "H"], "xyz": [[-3.258196, -0.421594, -0.058645], [-2.313946, -0.092912, -0.049990], [-1.604512, -1.209951, 0.085567], [-0.303623, -1.304388, -0.091562], [0.557478, -0.252129, -0.245804], [0.043897, 0.951157, -0.453977], [0.799889, 2.105392, 0.192445], [1.925307, -0.304799, -0.165407], [2.299027, -1.650006, 0.060269], [-2.001849, -2.167349, 0.289175], [-0.961260, 0.887086, -0.188993], [0.092901, 2.531367, 1.011634], [0.873850, 2.786474, -0.596602], [2.467107, 0.274142, 0.411014], [1.383928, -2.132494, -0.199131]], "atomic_forces_ev_per_a": [[-1.0, 0.4, 0.4], [1.1, -2.5, 0.1], [-1.2, 3.1, -1.1], [5.4, 0.1, -0.5], [-1.3, 0.5, 1.2], [-0.2, 2.7, 1.7], [-2.7, 0.2, 0.6], [-1.9, -3.5, -1.2], [-1.8, -1.3, -0.8], [-1.0, -0.9, 0.3], [0.0, 0.7, -0.6], [2.4, -1.4, -3.1], [-0.3, -0.4, 1.2], [0.2, 1.3, 0.8], [2.4, 1.0, 1.1]], "multiplicity": 1, "smiles": "[H]/N=C/N=C(\\NN)NO", "lumo_ev": 0.509, "gap_ev": 9.43, "homo_energy_ev": -8.921}


(4)
{"formula": "C3H9N2", "method": "ωB97M-V with the def2-TZVPD basis set", "symbols": ["C", "C", "N", "C", "N", "H", "H", "H", "H", "H", "H", "H", "H", "H"], "xyz": [[0.891953, -1.169341, -0.246340], [-0.179561, -0.298054, 0.229603], [-0.423621, -0.131079, 1.656965], [-0.827397, 0.558027, -0.657745], [0.021888, 1.221088, -1.509836], [0.760880, -2.254359, 0.024518], [1.899961, -0.889192, -0.158846], [0.827944, -1.131448, -1.390436], [0.461987, 0.002243, 2.102835], [-0.835530, -1.076802, 2.127121], [-1.033479, 0.706773, 1.984096], [-1.856722, 1.064967, -0.664187], [0.599401, 1.940841, -1.071070], [-0.307702, 1.456332, -2.426682]], "atomic_forces_ev_per_a": [[-0.3, -1.7, -2.4], [-1.6, 2.7, -1.9], [-3.3, -2.4, 2.3], [-0.3, 1.4, 1.8], [0.6, -0.5, -1.1], [0.1, 1.0, 0.0], [1.5, 0.5, 1.1], [-0.3, -0.3, 1.6], [0.9, 0.1, 0.5], [1.0, 2.6, -1.0], [1.0, -1.8, -1.1], [1.0, -1.4, 0.9], [-0.1, -0.7, -0.4], [-0.2, 0.4, -0.2]], "multiplicity": 1, "smiles": "C/C([NH3+])=C\\N", "lumo_ev": -3.958, "gap_ev": 9.10, "homo_energy_ev": -13.062, "charge": 1}


(5)
{"formula": "C18H13BBrF4IN3O4ReSbSe4", "method": "ωB97M-V with the def2-TZVPD basis set", "symbols": ["Re", "Se", "Sb", "Se", "Se", "Se", "F", "B", "F", "F", "F", "N", "C", "C", "N", "C", "C", "N", "H", "H", "H", "H", "H", "Br", "C", "C", "C", "C", "C", "C", "C", "O", "O", "H", "H", "H", "H", "I", "C", "C", "C", "C", "C", "C", "C", "O", "O", "H", "H", "H", "H"], "xyz": [[-0.081779, 0.105029, 0.451496], [-3.845439, 1.504897, 3.782559], [-1.725808, 0.415579, 3.543394], [-0.055805, 1.778074, 2.168803], [-1.677002, -1.292431, 1.614725], [-0.668799, -0.587778, 5.462572], [0.057826, -1.416978, -1.167545], [0.839203, -1.998250, -2.313839], [-0.071173, -2.624700, -3.129207], [1.750491, -2.903558, -1.756343], [1.506469, -0.960190, -2.932601], [4.634134, -2.360872, -0.159676], [3.703156, -1.988394, 0.789980], [2.613426, -1.201364, 0.384188], [1.654697, -0.901987, 1.234121], [1.783314, -1.278540, 2.526215], [2.902861, -1.976901, 2.901342], [3.860641, -2.361703, 2.044521], [4.243037, -2.476617, -1.083953], [5.221780, -3.122778, 0.138892], [2.509649, -0.853735, -0.632399], [0.996349, -1.021106, 3.220353], [3.018330, -2.263663, 3.938980], [-2.071859, 0.242404, -3.706075], [-3.359335, 1.429075, -2.982810], [-4.567982, 1.547362, -3.655649], [-5.542661, 2.411627, -3.180249], [-5.294595, 3.167190, -2.041221], [-4.076828, 3.049494, -1.394389], [-3.092728, 2.172027, -1.844416], [-1.809182, 2.103649, -1.036421], [-1.221574, 3.127840, -0.762474], [-1.508602, 0.881578, -0.727172], [-4.739372, 0.958107, -4.546094], [-6.489795, 2.491266, -3.699388], [-6.048106, 3.842551, -1.656282], [-3.854777, 3.628556, -0.506627], [3.313070, 4.637662, -6.473270], [2.943284, 3.730824, -4.629374], [1.793728, 2.972625, -4.461025], [1.559242, 2.367988, -3.234184], [2.461047, 2.526545, -2.188595], [3.602835, 3.291264, -2.378158], [3.857253, 3.898340, -3.599418], [2.221601, 1.865236, -0.842973], [2.951046, 2.075901, 0.108839], [1.174608, 1.101243, -0.873472], [1.090182, 2.847536, -5.272592], [0.682522, 1.755843, -3.073727], [4.284505, 3.399929, -1.543318], [4.749993, 4.491138, -3.746481]], "atomic_forces_ev_per_a": [[0.8, 0.6, -1.3], [0.0, 0.0, 0.0], [-0.1, -0.2, -0.1], [0.1, 0.4, 0.3], [-0.4, -0.4, 0.5], [0.1, 0.0, 0.1], [0.1, -0.2, -0.1], [-0.1, 0.0, 0.2], [0.0, 0.0, -0.1], [0.0, 0.0, 0.0], [0.0, 0.0, -0.1], [0.0, 0.0, 0.0], [0.0, 0.1, -0.2], [0.0, -0.1, 0.0], [-0.2, 0.1, 0.3], [0.1, 0.0, -0.3], [0.0, 0.0, 0.1], [0.0, 0.0, 0.1], [0.0, 0.0, 0.0], [0.0, 0.0, 0.0], [0.1, 0.0, 0.0], [0.0, 0.0, 0.0], [0.0, 0.0, 0.0], [0.1, 0.0, 0.0], [0.1, -0.1, -0.1], [-0.1, 0.1, 0.0], [0.1, 0.0, 0.0], [0.0, 0.0, 0.0], [0.1, 0.0, 0.1], [-0.1, 0.1, 0.1], [-0.1, 0.0, -0.4], [0.1, -0.1, 0.1], [-0.2, 0.0, 0.3], [0.0, 0.0, 0.0], [0.0, 0.0, 0.0], [0.0, 0.0, 0.0], [0.0, 0.0, 0.0], [0.0, 0.1, -0.1], [-0.1, -0.1, 0.2], [0.0, 0.0, 0.0], [0.0, 0.0, 0.1], [0.1, 0.0, 0.1], [0.0, 0.0, 0.1], [0.0, 0.0, 0.0], [-0.5, 0.1, -0.2], [0.1, -0.1, 0.0], [0.0, -0.1, 0.4], [0.0, 0.0, 0.0], [0.0, 0.0, 0.0], [0.0, 0.0, 0.0], [0.0, 0.0, 0.0]], "multiplicity": 4, "lumo_ev": [3.217, 3.217], "gap_ev": [5.81, 5.90], "homo_energy_ev": [-2.595, -2.686], "charge": -2}